One molecule with the formula C2H5N3S2 at a distorted geometry, computed with ωB97M-V with the def2-TZVPD basis set.

Last column: natural (NBO) charge in e.
CARTESIAN COORDINATES (ANGSTROEM)
1 N -1.81027 0.38690 1.19762  -0.67
2 N -1.23916 0.22869 -0.08064  -0.30
3 C 0.06269 0.02919 -0.01034  0.25
4 N 0.56259 -0.19685 1.19289  -0.85
5 C 0.91906 0.10792 -1.27712  -0.27
6 S 2.60981 0.38259 -1.16487  -0.06
7 S 0.14736 -0.10247 -2.83881  0.14
8 H -1.37921 -0.70916 1.60573  0.32
9 H -2.99338 0.28928 1.24911  0.39
10 H 0.06626 0.12670 2.15555  0.44
11 H 1.62870 -0.18352 1.50239  0.44
12 H 1.42555 -0.35927 -3.53151  0.18

Energy above the lowest of the compared OMol25 structures with the same formula, charge and spin = 106.41 kcal per mole
SMILES = N/N=C(\N)C(=S)S
Molar mass = 135.217 g mol⁻¹
Energy = -1039.71378 Eh
HOMO = -8.7 eV
Largest force on an atom = 0.1550 Eh/bohr
Spin multiplicity = 1

=====

A 2-piece molecular cluster, CN2O2 overall at a distorted geometry, computed with ωB97M-V with the def2-TZVPD basis set.

Last column: natural (NBO) charge in e.
CARTESIAN COORDINATES (ANGSTROEM)
1 C -1.34532 -0.10364 0.03831  0.70
2 N -0.32466 -0.72584 0.02025  -0.59
3 N 1.62852 0.61157 0.06425  0.44
4 O -2.37732 0.36849 -0.05127  -0.48
5 O 2.41878 -0.15058 -0.07154  -0.06

Energy above the lowest of the compared OMol25 structures with the same formula, charge and spin = 134.76 kcal per mole
Molar mass = 72.023 g mol⁻¹
Energy = -297.96129 Eh
HOMO (spin up / spin down) = -10.3 / -9.2 eV
Largest force on an atom = 0.0822 Eh/bohr
Spin multiplicity = 1

=====

A 2-piece molecular cluster, C3HCl2NO overall at a distorted geometry, computed with ωB97M-V with the def2-TZVPD basis set.

Last column: natural (NBO) charge in e.
CARTESIAN COORDINATES (ANGSTROEM)
1 N 1.11203 2.22369 1.20740  -0.27
2 C 1.13090 1.22116 0.65571  0.24
3 C 1.18206 -0.02698 0.01219  -0.45
4 Cl 1.77060 -1.42294 0.89725  0.08
5 C 0.78108 -0.16033 -1.22968  0.77
6 O 0.41282 -0.23430 -2.32006  -0.37
7 Cl -3.25071 -1.43743 0.40839  -0.27
8 H -3.13878 -0.16286 0.36879  0.27

Energy above the lowest of the compared OMol25 structures with the same formula, charge and spin = 12.65 kcal per mole
SMILES = N#CC(Cl)=C=O.Cl
Molar mass = 137.953 g mol⁻¹
Energy = -1165.24227 Eh
HOMO = -10.0 eV
Largest force on an atom = 0.0280 Eh/bohr
Spin multiplicity = 1

=====

One molecule with the formula C4H6O2 at a distorted geometry, computed with ωB97M-V with the def2-TZVPD basis set.

Last column: natural (NBO) charge in e.
CARTESIAN COORDINATES (ANGSTROEM)
1 O -2.03421 1.55424 -0.20396  -0.50
2 C -1.08147 0.84784 -0.04098  0.62
3 C -0.91908 -0.62358 0.35173  -0.56
4 C 0.55026 -0.44332 -0.01004  0.11
5 O 1.57652 -1.00306 0.75694  -0.69
6 C 0.42556 1.06289 -0.20232  -0.56
7 H -1.11638 -0.82443 1.40877  0.25
8 H -1.44985 -1.34697 -0.27431  0.24
9 H 0.70568 -0.90962 -1.05078  0.12
10 H 1.71204 -1.40142 -0.14175  0.49
11 H 0.75726 1.41683 -1.18274  0.24
12 H 0.87367 1.67059 0.58944  0.25

Energy above the lowest of the compared OMol25 structures with the same formula, charge and spin = 59.13 kcal per mole
SMILES = O=C1CC(O)C1
Molar mass = 86.090 g mol⁻¹
Energy = -306.41206 Eh
HOMO = -9.7 eV
Largest force on an atom = 0.0733 Eh/bohr
Spin multiplicity = 1

=====

One molecule with the formula C4H8N2O2 at a distorted geometry, computed with ωB97M-V with the def2-TZVPD basis set.

Last column: natural (NBO) charge in e.
CARTESIAN COORDINATES (ANGSTROEM)
1 N -0.43460 0.80712 2.02282  -0.86
2 C 0.80842 0.49914 1.45732  0.69
3 O 1.82479 1.02055 1.83237  -0.59
4 C 0.77477 -0.47999 0.30169  -0.53
5 C -0.45495 -0.33158 -0.63411  -0.15
6 N -0.58884 0.90534 -1.32223  -0.85
7 C -0.15428 -1.39459 -1.75481  0.45
8 O 0.36282 -2.47530 -1.71882  -0.51
9 H -0.33560 1.42673 2.81625  0.40
10 H -1.32200 0.37604 1.88001  0.39
11 H 0.92367 -1.51087 0.60055  0.26
12 H 1.68143 -0.22016 -0.25909  0.24
13 H -1.39660 -0.56794 -0.12027  0.21
14 H 0.24896 1.46050 -1.43495  0.37
15 H -1.29512 1.53615 -0.98777  0.38
16 H -0.64287 -1.05114 -2.67897  0.11

Energy above the lowest of the compared OMol25 structures with the same formula, charge and spin = 32.51 kcal per mole
SMILES = NC(=O)C[C@@H](N)C=O
Molar mass = 116.120 g mol⁻¹
Energy = -417.20414 Eh
HOMO = -9.4 eV
Largest force on an atom = 0.0481 Eh/bohr
Spin multiplicity = 1